1.
ORCA calculation (ωB97M-V with the def2-TZVPD basis set) on a molecular structure, C6H18FKO3 at a distorted geometry.

CARTESIAN COORDINATES (ANGSTROEM)
K -2.66 2.48 0.69
F -0.03 1.21 0.62
O -1.06 -0.48 2.36
O -0.84 -0.58 -1.08
O 1.59 1.94 -1.60
C -0.79 -0.84 4.67
C -2.46 -0.84 -2.76
C 2.20 0.78 -2.16
C -1.53 0.13 -2.06
C 3.50 0.42 -1.46
C -0.18 -1.11 3.30
H 0.99 1.60 -0.91
H -1.85 -1.49 -3.38
H -0.73 0.23 4.89
H -1.84 -1.13 4.68
H 4.27 1.16 -1.73
H -0.61 0.06 1.68
H -0.35 -1.33 5.54
H 3.98 -0.51 -1.77
H -2.96 -1.46 -2.02
H -3.22 -0.31 -3.35
H 0.82 -0.68 3.22
H 2.34 0.93 -3.23
H 3.42 0.43 -0.37
H -0.31 0.01 -0.50
H -2.10 0.92 -1.52
H 1.49 -0.05 -2.07
H -0.18 -2.17 3.04
H -0.89 0.71 -2.74

DFT total energy: -31699.128 eV
strongest force on any atom: 0.0230 hartree/bohr
HOMO-LUMO gap: 7.995 eV
energy above the lowest of the compared OMol25 structures with the same formula, charge and spin: 95.4 kJ/mol
E_HOMO: -9.136 eV
E_LUMO: -1.14 eV

---

2.
ORCA calculation (ωB97M-V with the def2-TZVPD basis set) on a molecular structure, C35H32BrCsN16O3S2.

CARTESIAN COORDINATES (ANGSTROEM)
Cs 0.25 -0.68 0.33
Br 0.25 -3.66 3.24
S 2.37 5.75 -5.11
S -1.85 -0.54 4.97
O 2.36 6.68 -6.22
O 3.37 5.98 -4.09
O 2.20 4.35 -5.49
N 0.64 5.26 -3.15
N -1.72 -3.14 1.41
N 0.49 -4.53 -0.75
N 1.79 -5.12 -5.09
N 0.82 -2.67 -2.07
N 1.48 -2.99 -4.32
N -4.55 -0.92 4.68
N -5.56 -0.71 3.78
N 0.68 0.05 -2.58
N 1.15 -4.87 -2.91
N -0.74 2.38 0.56
N -2.73 0.65 2.17
N 2.80 -1.77 1.69
N -3.67 0.12 3.07
N 1.53 0.27 3.05
N 0.00 7.05 -4.55
C -2.83 -3.39 0.70
C 0.49 4.12 -0.55
C 1.77 -0.25 -4.69
C 0.73 1.36 -2.78
C 1.83 1.13 -4.87
C 3.17 -1.50 2.95
C -0.47 5.41 -2.44
C 3.36 0.42 4.56
C 1.20 -0.74 -3.52
C 1.46 -4.30 -4.07
C 4.11 -3.77 1.76
C -3.18 -5.46 1.82
C -3.35 -0.44 4.28
C -2.03 -5.22 2.55
C 0.83 -4.00 -1.95
C -1.80 2.70 -0.19
C 1.67 2.10 4.59
C 1.05 1.40 3.56
C 3.27 -2.88 1.12
C -3.59 -4.54 0.87
C 2.66 -0.22 3.54
C 2.86 1.59 5.09
C -1.10 7.19 -3.82
C 4.47 -3.50 3.07
C -5.00 -0.09 2.80
C -1.79 3.72 -1.13
C 3.99 -2.35 3.68
C -1.41 6.38 -2.75
C 0.37 3.11 0.40
C 0.83 6.07 -4.19
C -0.61 4.43 -1.34
C -1.35 -4.04 2.29
C -5.66 0.37 1.55
C 1.30 1.95 -3.90
C 1.16 -2.22 -3.29
H 0.30 1.98 -2.00
H 0.61 -5.52 -0.62
H 5.11 -4.18 3.62
H 3.39 2.11 5.87
H 2.17 -0.94 -5.42
H 1.43 4.63 -0.70
H 4.23 -2.13 4.71
H -3.11 -2.64 -0.03
H -2.66 3.91 -1.74
H 4.47 -4.65 1.25
H 2.00 -4.72 -5.99
H 4.30 0.02 4.92
H -5.61 1.45 1.46
H 2.29 1.57 -5.75
H -2.31 6.51 -2.16
H -6.70 0.06 1.58
H -2.61 1.64 2.37
H 1.24 3.01 4.97
H -2.68 2.09 -0.06
H -4.71 -1.42 5.53
H 1.35 3.03 -4.01
H -4.47 -4.70 0.27
H -1.77 8.00 -4.12
H 2.95 -3.06 0.10
H 0.34 -3.94 0.04
H -1.67 -5.91 3.30
H 1.76 -6.11 -4.96
H 0.12 1.77 3.13
H -3.74 -6.37 1.98
H 1.22 2.84 1.02
H -5.17 -0.07 0.68
H -1.85 0.21 2.45

DFT total energy: -159062.160 eV
strongest force on any atom: 0.0041 hartree/bohr
HOMO-LUMO gap: 6.970 eV
energy above the lowest of the compared OMol25 structures with the same formula, charge and spin: 92.2 kJ/mol
E_HOMO: -7.372 eV
E_LUMO: -0.40 eV

---

3.
ORCA calculation (ωB97M-V with the def2-TZVPD basis set) on a gas-phase ion, C6H13N2 (charge +1) at a distorted geometry.

CARTESIAN COORDINATES (ANGSTROEM)
N 0.56 -1.44 -1.38
N -0.04 0.83 -0.69
C -0.57 2.14 -1.01
C 0.04 -2.14 1.08
C 0.66 -1.11 0.14
C -0.14 0.87 1.82
C 0.18 0.42 0.50
C 0.22 -0.12 -1.81
H 0.41 -2.03 2.10
H 1.09 0.24 -2.34
H 0.04 2.98 -0.57
H -0.89 0.20 2.30
H -0.38 -2.04 -1.55
H 0.16 -3.15 0.76
H -0.56 2.01 -2.16
H -0.50 1.96 1.83
H -0.37 0.00 -2.63
H 1.82 -0.98 0.30
H -1.04 -1.79 1.30
H 0.82 0.83 2.48
H -1.51 2.33 -0.45

DFT total energy: -9404.057 eV
charge: +1
strongest force on any atom: 0.1267 hartree/bohr
HOMO-LUMO gap: 10.161 eV
energy above the lowest of the compared OMol25 structures with the same formula, charge and spin: 271.2 kJ/mol
E_HOMO: -14.117 eV
E_LUMO: -3.96 eV
SMILES: CC1=[N+](C)CN[C@@H]1C